1.
DFT (the ωB97M-V functional and the def2-TZVPD basis) results for a structure of composition C45H49As2BaN2SSeTe.

Output
* total charge: +1
* orbital gap: 6.399 eV

```
102
C45H49As2BaN2SSeTe | the OMol25 dataset | the ωB97M-V functional and the def2-TZVPD basis
Ba 1.54829 0.65873 -1.21069
C 3.97609 -0.08727 2.47661
C 4.85939 -0.89437 1.52951
As 4.41149 -0.57527 -0.37059
C 5.82699 -1.56317 -1.28589
C 6.00269 -1.29797 -2.64359
C 7.00899 -1.91677 -3.36169
C 7.83599 -2.83847 -2.73719
C 7.64329 -3.14197 -1.40079
C 6.64469 -2.50837 -0.67809
C 5.15809 1.22853 -0.47439
C 4.37279 2.30193 -0.05729
C 4.84759 3.60053 -0.11749
C 6.12629 3.84243 -0.59049
C 6.92729 2.78173 -0.97869
C 6.44789 1.48383 -0.92119
As 2.05119 -0.21457 1.99791
C 1.83859 -2.09447 2.46081
C 2.26819 -3.03487 1.52731
C 2.21869 -4.38737 1.81321
C 1.70099 -4.81497 3.02501
C 1.23589 -3.88907 3.94281
C 1.31379 -2.53427 3.66831
C 1.21219 0.72613 3.49771
C 1.69429 0.79463 4.80131
C 1.02819 1.55003 5.75241
C -0.11041 2.26283 5.41381
C -0.60291 2.19773 4.12131
C 0.04889 1.42423 3.17881
H 4.25099 0.97543 2.43961
H 4.12469 -0.43247 3.50831
H 4.72889 -1.96497 1.73401
H 5.91909 -0.64487 1.68391
H 5.34719 -0.57787 -3.13799
H 7.16239 -1.67767 -4.40439
H 8.62229 -3.32647 -3.29239
H 8.28159 -3.86317 -0.91129
H 6.50529 -2.75577 0.36871
H 3.37739 2.12093 0.35601
H 4.21999 4.41753 0.21021
H 6.49679 4.85333 -0.65419
H 7.93189 2.96233 -1.32619
H 7.08259 0.66073 -1.22919
H 2.64829 -2.70477 0.55481
H 2.58889 -5.10577 1.09641
H 1.64499 -5.87057 3.24271
H 0.82159 -4.22377 4.88211
H 0.95449 -1.81007 4.39241
H 2.59149 0.25373 5.08481
H 1.40129 1.58823 6.76471
H -0.61581 2.86043 6.15721
H -1.48701 2.75343 3.84541
H -0.35061 1.35263 2.16651
Te -0.28291 3.01293 -0.48539
C 0.86659 4.65753 -1.10379
C 0.76759 5.92983 -0.64129
C 1.58739 6.84353 -1.34199
C 2.31079 6.25293 -2.32329
S 1.97379 4.56833 -2.42909
H 0.14039 6.20713 0.18621
H 1.62999 7.89523 -1.12279
H 3.01269 6.69503 -3.00009
C -3.73541 1.76353 1.19951
C -5.00071 1.76263 0.35271
C -4.84081 2.47383 -0.99009
C -3.95381 1.73533 -1.99889
N -4.41531 0.39453 -2.26479
C -3.77401 -0.74997 -1.93629
Se -2.10921 -0.89647 -1.20979
N -4.55841 -1.80677 -2.24729
C -4.24281 -3.19107 -1.98589
C -4.34051 -3.53147 -0.49659
C -5.72381 -3.30657 0.10841
C -6.74531 -4.36447 -0.28709
C -5.73011 -1.33477 -2.79629
C -6.85381 -1.97517 -3.29549
C -7.85741 -1.18927 -3.82639
C -7.76051 0.19843 -3.84929
C -6.65271 0.85173 -3.34479
C -5.63561 0.06843 -2.81729
H -3.95581 1.39433 2.19721
H -3.33681 2.77203 1.28991
H -2.96801 1.12723 0.76461
H -5.78961 2.27133 0.90851
H -5.33451 0.73593 0.18571
H -4.39551 3.45623 -0.82749
H -5.83151 2.62253 -1.42159
H -2.93111 1.66653 -1.61749
H -3.93651 2.29243 -2.94049
H -3.21831 -3.37757 -2.31889
H -4.92331 -3.79897 -2.57999
H -3.61381 -2.91227 0.03361
H -4.04681 -4.57217 -0.35589
H -6.09071 -2.31737 -0.17369
H -5.62681 -3.31997 1.19471
H -6.94021 -4.35977 -1.35539
H -7.68411 -4.17677 0.22731
H -6.39961 -5.35677 -0.00749
H -6.95361 -3.04677 -3.27489
H -8.73211 -1.66717 -4.23699
H -8.56731 0.77483 -4.27149
H -6.58411 1.92673 -3.38389
```

2.
DFT (the ωB97M-V functional and the def2-TZVPD basis) results for a cluster of 8 separate species, C45H49BN3O6S2 in total.

Output
* total charge: -1
* orbital gap: 8.661 eV

```
106
C45H49BN3O6S2 | the OMol25 dataset | the ωB97M-V functional and the def2-TZVPD basis
C 4.27417 -1.23270 3.20444
N 4.22739 0.27790 3.40498
C 4.47432 0.86493 2.04125
B 2.85010 0.54805 3.91117
O 2.22340 -0.52279 4.70104
S 1.85777 2.12413 3.66144
O 1.31735 2.63709 5.00390
O 2.72464 3.27448 3.12288
N 0.63717 1.86559 2.47397
S -0.79535 1.19898 3.14015
O -1.94011 2.18500 3.28123
O -0.61168 0.43975 4.43057
N -1.35301 -0.00753 1.95541
C -0.23823 -0.57151 1.47570
O 0.56098 -1.12307 0.67284
H 5.18254 -1.55208 2.54918
H 3.33245 -1.60343 2.62939
H 4.41514 -1.80281 4.20256
H 5.20991 0.27431 1.39120
H 4.97388 1.90168 2.22148
H 3.48840 1.11604 1.47521
H 1.56771 -0.91961 4.06107
C -0.52373 1.69356 -1.86175
C 0.31797 1.77780 -0.75585
C 1.65826 2.11130 -0.92654
C 2.15509 2.36944 -2.20133
C 1.31248 2.28837 -3.30600
C -0.02576 1.94646 -3.13762
H -1.56861 1.43060 -1.72960
H -0.06581 1.58204 0.23266
H 2.31580 2.17124 -0.06539
H 3.19959 2.63425 -2.33321
H 1.70008 2.49154 -4.29996
H -0.68154 1.87818 -3.99979
C 3.63448 7.62939 -4.31448
C 3.26949 7.18368 -3.04702
C 2.23803 6.26011 -2.90330
C 1.57748 5.77459 -4.02870
C 1.94481 6.21740 -5.29609
C 2.97036 7.14787 -5.43935
H 4.43665 8.35201 -4.42589
H 3.78910 7.55714 -2.17019
H 1.94928 5.91767 -1.91490
H 0.77669 5.05089 -3.91714
H 1.43059 5.83712 -6.17361
H 3.25299 7.49675 -6.42728
C -1.44434 -4.55081 0.22963
C -1.76256 -5.88169 -0.02576
C -0.75910 -6.84621 -0.04848
C 0.56242 -6.48095 0.19407
C 0.88008 -5.15058 0.45316
C -0.12208 -4.18437 0.46683
H -2.22671 -3.79849 0.24394
H -2.79422 -6.16745 -0.20818
H -1.00660 -7.88262 -0.25416
H 1.34429 -7.23365 0.18120
H 1.91032 -4.86621 0.64390
H 0.12652 -3.14612 0.66355
C -3.97198 -2.73742 3.75770
C -3.91184 -1.39857 3.38129
C -4.93148 -0.52533 3.74841
C -6.00740 -0.98910 4.50090
C -6.06570 -2.32723 4.88045
C -5.05055 -3.20261 4.50551
H -3.17810 -3.41898 3.46835
H -3.06969 -1.03526 2.80042
H -4.88729 0.51684 3.44922
H -6.80014 -0.30705 4.79143
H -6.90395 -2.68827 5.46864
H -5.09890 -4.24691 4.79691
C 5.94042 2.72601 -5.18862
C 4.72587 3.39113 -5.32876
C 3.92194 3.14673 -6.43820
C 4.32799 2.22923 -7.40353
C 5.54090 1.56129 -7.26150
C 6.34937 1.81247 -6.15659
H 6.56873 2.91925 -4.32506
H 4.40548 4.10178 -4.57261
H 2.97821 3.67056 -6.55010
H 3.69866 2.03509 -8.26620
H 5.85677 0.84465 -8.01337
H 7.29737 1.29566 -6.04887
C -3.30206 -11.28996 2.47728
C -3.19813 -9.90533 2.57428
C -3.20321 -9.12389 1.42262
C -3.32219 -9.72696 0.17332
C -3.42987 -11.11133 0.07652
C -3.41552 -11.89347 1.22778
H -3.29465 -11.89924 3.37540
H -3.11222 -9.43474 3.54862
H -3.11542 -8.04507 1.49818
H -3.33106 -9.11729 -0.72470
H -3.52426 -11.58121 -0.89759
H -3.49397 -12.97303 1.15170
C -3.29073 4.77944 2.03806
C -3.30563 6.00717 2.69401
C -3.85565 7.12414 2.07086
C -4.40018 7.01113 0.79425
C -4.38872 5.78275 0.13964
C -3.83035 4.66791 0.75930
H -2.85869 3.90938 2.52280
H -2.88721 6.09363 3.69183
H -3.86094 8.08263 2.58013
H -4.83340 7.88081 0.31015
H -4.81478 5.69432 -0.85525
H -3.81661 3.71168 0.24648
```

Computed values of LUMO level (unit: eV) for the preceding records, in sequence: -2.77, 1.85.